No. 1
Entry from the OMol25 dataset: C2H4O3 in the gas phase (wB97M-V/def2-TZVPD).

Structure (ORCA input):
```
! wB97M-V def2-TZVPD RIJCOSX def2/J DEFGRID3
* xyz 0 1
C -1.2312 -0.2897 -0.0892
C 0.0995 0.2095 -0.1356
H -1.4748 -1.0114 -0.8565
H -1.9719 0.5219 -0.3223
H -1.4276 -0.6552 0.9653
H 2.2719 0.5435 0.8082
O 0.3203 1.4214 -0.1011
O 1.0767 -0.7472 -0.0447
O 2.3371 0.0071 -0.2242
*
```

Output
* E_tot: -8277.7730 eV
* HOMO energy: -10.716 eV
* structure (SMILES): CC(=O)OO
* gap between HOMO and LUMO: 11.247 eV

Here are the Löwdin charges for atoms 1 to 6, given in e:
1. C -0.009
2. C -0.562
3. H 0.089
4. H 0.115
5. H 0.127
6. H 0.237

No. 2
Entry from the OMol25 dataset: C2H3NO in the gas phase (wB97M-V/def2-TZVPD).

Structure (ORCA input):
```
! wB97M-V def2-TZVPD RIJCOSX def2/J DEFGRID3
* xyz 0 1
C -0.6180 0.0325 -0.7315
C -0.6110 -0.0886 0.5783
N 1.4163 0.4823 -0.0174
O 0.5708 0.1467 1.1698
H -1.0108 0.1739 -1.7278
H -1.5303 -0.4464 1.2607
H 1.7830 -0.3004 -0.5322
*
```

Output
* E_tot: -5653.4314 eV
* HOMO energy (spin up / spin down): -9.582 / -9.404 eV
* gap between HOMO and LUMO (spin up / spin down): 9.239 / 8.969 eV

Here are the Löwdin charges for atoms 1 to 6, given in e:
1. C 0.151
2. C -0.313
3. N 0.102
4. O -0.171
5. H 0.051
6. H 0.159

No. 3
Entry from the OMol25 dataset: a molecular structure, C3H4N4O (wB97M-V/def2-TZVPD).

Structure (ORCA input):
```
! wB97M-V def2-TZVPD RIJCOSX def2/J DEFGRID3
* xyz 0 1
C -0.1951 0.3990 0.0310
C 0.2346 -1.0895 -0.1052
C 1.2484 0.9985 0.1153
H -3.1288 0.6442 0.4413
H -2.4015 -0.5548 0.6834
H -0.5237 -1.9546 -0.1423
H 3.1710 -0.2467 -0.5331
N -2.4494 0.2445 -0.1574
N -1.3165 0.9365 -0.1829
N 1.5481 -1.3642 -0.1881
N 2.1056 -0.1331 0.1934
O 1.7072 2.1203 -0.1554
*
```

Output
* E_tot: -11178.5043 eV
* HOMO energy: -9.367 eV
* gap between HOMO and LUMO: 8.251 eV

Here are the Löwdin charges for atoms 1 to 6, given in e:
1. C -0.178
2. C -0.096
3. C -0.363
4. H 0.062
5. H 0.164
6. H 0.114

No. 4
Entry from the OMol25 dataset: C4H7FO2 in the gas phase (wB97M-V/def2-TZVPD).

Structure (ORCA input):
```
! wB97M-V def2-TZVPD RIJCOSX def2/J DEFGRID3
* xyz 0 1
C -0.5724 1.8537 -0.1474
C 0.7101 -0.2036 0.1499
C -0.4794 -1.1167 0.4053
C 1.9245 -0.6906 -0.0853
H -0.4077 2.9231 -0.1503
H -0.8505 1.5427 -1.1951
H -1.4428 1.6212 0.4585
H -0.1137 -2.1407 0.3413
H -0.8187 -0.8840 1.4503
H -2.1732 -1.5260 -0.5242
H 2.1697 -1.7505 -0.2061
O 0.5582 1.1497 0.3292
O -1.4891 -0.8504 -0.5384
F 2.9850 0.0722 -0.2878
*
```

Output
* E_tot: -11072.0764 eV
* HOMO energy: -8.822 eV
* structure (SMILES): CO/C(=C\F)CO
* gap between HOMO and LUMO: 9.514 eV

Here are the Löwdin charges for atoms 1 to 6, given in e:
1. C -0.081
2. C -0.265
3. C -0.201
4. C -0.105
5. H 0.085
6. H 0.107

Q: Which formula does entry 3 have?
A: C3H4N4O